[1]
C13H25N2O5STi | wB97M-V/def2-TZVPD

Computed properties:
LUMO energy (alpha / beta) = -0.503 / -0.498 Eh
Charge = +3
Maximum force = 3.56 eV Å⁻¹
Relative energy (zero: lowest compared OMol25 entry of this formula, charge and spin) = 80.17 kJ/mol

Each line ends with the Löwdin charge.
CARTESIAN COORDINATES (ANGSTROEM)
Ti: 0.20 -0.63 0.46  1.221
O: 2.16 0.74 -2.72  0.336
C: 1.31 0.68 -1.79  -0.332
O: 1.47 0.00 -0.73  -0.043
C: 0.07 1.52 -1.96  0.005
O: -0.83 1.33 -0.87  -0.102
C: -2.09 0.63 -1.13  0.037
C: -1.67 -0.66 -0.47  -0.455
O: -0.80 -1.38 -1.04  0.070
O: -1.60 -0.68 0.82  0.004
H: 2.99 0.23 -2.63  0.223
H: 0.39 2.57 -1.95  0.193
H: -0.38 1.34 -2.94  0.185
H: -2.88 1.16 -0.60  0.172
H: -2.31 0.52 -2.19  0.171
C: -0.40 2.09 9.03  -0.093
C: -0.64 3.14 7.95  -0.249
C: -0.89 2.57 6.56  -0.183
C: 0.35 1.82 6.05  -0.137
N: 0.29 1.60 4.59  0.070
C: 0.36 0.50 3.88  -0.599
S: 0.83 0.79 2.18  0.894
N: 0.14 -0.73 4.31  0.071
C: -0.42 -1.14 5.61  -0.125
C: 0.64 -1.57 6.62  -0.187
C: 1.09 -3.03 6.46  -0.255
C: 0.03 -4.05 6.86  -0.090
H: -0.42 2.55 10.02  0.088
H: 0.59 1.62 8.95  0.074
H: -1.15 1.30 8.99  0.080
H: 0.20 3.85 7.92  0.119
H: -1.50 3.75 8.22  0.122
H: -1.14 3.38 5.87  0.120
H: -1.74 1.88 6.60  0.116
H: 0.48 0.88 6.57  0.085
H: 1.23 2.44 6.23  0.153
H: 0.35 2.46 4.06  0.145
H: 0.37 -1.48 3.68  0.132
H: -1.10 -1.97 5.41  0.131
H: -1.03 -0.32 5.99  0.118
H: 0.23 -1.44 7.62  0.132
H: 1.51 -0.91 6.54  0.114
H: 1.97 -3.17 7.09  0.121
H: 1.44 -3.21 5.44  0.103
H: -0.29 -3.89 7.89  0.090
H: 0.43 -5.06 6.78  0.087
H: -0.86 -3.99 6.24  0.067



[2]
C31H39AsIrN6O | wB97M-V/def2-TZVPD

Computed properties:
2S+1 = 5
⟨S²⟩ = 6.046
LUMO energy (alpha / beta) = -0.083 / -0.166 Eh
Charge = +1
Maximum force = 0.74 eV Å⁻¹

Each line ends with the Löwdin charge.
CARTESIAN COORDINATES (ANGSTROEM)
Ir: 0.32 -2.26 0.85  1.187
N: 1.27 -2.25 2.92  -0.086
C: 2.49 -1.42 3.11  -0.243
C: 3.65 -1.91 2.26  -0.182
C: 3.49 -1.75 0.76  -0.236
N: 2.46 -2.67 0.22  -0.083
H: 0.53 -1.93 3.54  0.086
H: 1.47 -3.21 3.19  0.102
H: 2.78 -1.42 4.16  0.121
H: 2.23 -0.40 2.83  0.088
H: 3.86 -2.96 2.50  0.122
H: 4.54 -1.36 2.57  0.125
H: 4.45 -1.90 0.27  0.122
H: 3.17 -0.73 0.53  0.093
H: 2.69 -3.63 0.44  0.095
H: 2.46 -2.62 -0.80  0.078
N: -0.92 -6.06 -1.21  0.199
C: -1.00 -4.97 -0.43  -0.516
O: 0.08 -4.42 -0.04  -0.151
C: -2.30 -4.46 -0.11  -0.196
C: -2.23 -3.33 0.70  -0.170
N: -1.81 -2.43 1.31  0.039
C: -3.49 -5.01 -0.66  -0.220
N: -4.39 -5.54 -1.16  0.153
H: -0.01 -6.46 -1.38  0.119
H: -1.74 -6.57 -1.48  0.108
C: -5.07 3.71 0.99  -0.037
C: -3.76 2.97 0.90  -0.244
C: -2.91 3.16 -0.18  -0.006
C: -1.71 2.48 -0.31  -0.281
C: -0.85 2.77 -1.53  -0.030
C: -1.36 1.56 0.69  -0.315
As: 0.22 0.46 0.58  1.287
N: -0.10 -0.84 -0.72  -0.279
C: -1.03 -1.19 -1.65  -0.374
C: -2.26 -0.51 -1.85  -0.003
C: -3.17 -1.01 -2.76  -0.051
C: -2.88 -2.15 -3.51  -0.047
C: -1.67 -2.81 -3.35  -0.063
C: -0.76 -2.35 -2.42  -0.042
C: 1.59 1.64 -0.12  -0.317
C: 2.30 1.48 -1.32  -0.277
C: 2.14 0.32 -2.28  -0.047
C: 3.20 2.48 -1.69  -0.007
C: 3.44 3.60 -0.90  -0.248
C: 4.41 4.67 -1.34  -0.037
C: 2.77 3.70 0.31  -0.008
C: 1.86 2.74 0.72  -0.285
C: 1.19 2.94 2.07  -0.054
C: -2.18 1.35 1.81  -0.272
C: -1.87 0.40 2.94  -0.082
C: -3.38 2.07 1.88  -0.004
H: -5.03 4.65 0.44  0.081
H: -5.34 3.92 2.02  0.083
H: -5.87 3.11 0.56  0.091
H: -3.18 3.88 -0.95  0.123
H: -1.43 3.32 -2.27  0.088
H: -0.49 1.86 -2.01  0.063
H: 0.02 3.36 -1.27  0.084
H: -2.51 0.34 -1.24  0.097
H: -4.13 -0.51 -2.87  0.114
H: -3.61 -2.52 -4.22  0.114
H: -1.45 -3.69 -3.93  0.114
H: 0.18 -2.87 -2.26  0.102
H: 2.00 -0.63 -1.77  0.032
H: 3.03 0.24 -2.90  0.085
H: 1.29 0.45 -2.94  0.087
H: 3.74 2.37 -2.62  0.121
H: 4.90 4.41 -2.28  0.078
H: 5.19 4.82 -0.59  0.087
H: 3.91 5.62 -1.47  0.088
H: 2.97 4.54 0.96  0.127
H: 1.79 3.60 2.69  0.087
H: 1.06 2.01 2.62  0.050
H: 0.20 3.39 1.97  0.088
H: -0.80 0.24 3.08  0.020
H: -2.34 -0.57 2.78  0.055
H: -2.26 0.81 3.88  0.085
H: -4.02 1.92 2.75  0.127



[3]
C3H9NS | wB97M-V/def2-TZVPD

Computed properties:
LUMO energy = -0.050 Eh
Maximum force = 2.49 eV Å⁻¹
Relative energy (zero: lowest compared OMol25 entry of this formula, charge and spin) = 402.52 kJ/mol

Each line ends with the Löwdin charge.
CARTESIAN COORDINATES (ANGSTROEM)
C: -1.77 -0.37 -3.29  -0.685
S: -2.55 -0.51 -1.63  0.118
H: -2.71 -0.19 -3.86  -0.017
H: -1.11 0.45 -3.56  -0.005
H: -1.30 -1.31 -3.55  -0.023
C: 1.33 0.75 2.65  -0.049
C: 0.46 -0.47 0.80  0.085
N: 1.32 0.40 1.24  -0.042
H: 2.06 0.08 3.17  0.105
H: 0.39 0.58 3.16  0.094
H: 1.77 1.72 2.84  0.091
H: -0.35 -0.78 1.48  0.099
H: 0.41 -1.12 -0.07  0.068
H: 2.04 0.77 0.64  0.161



[4]
C24H70AsF6O11 | wB97M-V/def2-TZVPD

Computed properties:
LUMO energy = 0.082 Eh
Charge = -1
Maximum force = 3.41 eV Å⁻¹
Relative energy (zero: lowest compared OMol25 entry of this formula, charge and spin) = 25.97 kJ/mol

Each line ends with the Löwdin charge.
CARTESIAN COORDINATES (ANGSTROEM)
As: 13.67 14.22 6.27  0.989
F: 14.09 12.45 6.30  -0.267
F: 12.50 14.05 4.89  -0.271
F: 13.25 15.95 6.33  -0.252
F: 14.83 14.42 7.54  -0.241
F: 14.99 14.62 5.08  -0.257
F: 12.34 13.85 7.43  -0.268
O: 16.26 16.46 7.95  -0.057
H: 15.74 15.66 7.90  -0.042
H: 17.14 16.17 8.19  0.018
O: 10.31 14.81 9.03  -0.042
H: 9.44 14.82 8.64  0.050
H: 10.72 14.03 8.66  0.008
O: 12.14 16.87 8.70  -0.073
H: 11.56 16.12 8.86  -0.039
H: 12.60 16.64 7.90  -0.029
C: 17.32 12.58 5.90  -0.050
C: 18.68 11.94 6.14  -0.487
C: 19.06 10.91 5.05  -0.056
O: 19.73 12.87 6.11  -0.058
H: 17.03 13.21 6.74  0.061
H: 16.66 11.73 5.70  0.077
H: 17.23 13.15 4.98  0.070
H: 18.61 11.50 7.14  0.127
H: 18.31 10.12 4.97  0.071
H: 19.95 10.41 5.43  0.066
H: 19.24 11.37 4.08  0.085
H: 20.58 12.42 6.19  0.077
C: 11.44 10.76 1.59  -0.047
C: 11.40 11.43 2.97  -0.489
C: 12.65 11.19 3.82  -0.049
O: 11.23 12.78 2.77  -0.065
H: 10.44 10.70 1.16  0.076
H: 11.61 9.69 1.75  0.067
H: 12.24 11.12 0.94  0.084
H: 10.55 11.03 3.54  0.127
H: 12.34 11.26 4.87  0.056
H: 13.40 11.96 3.63  0.077
H: 13.12 10.21 3.70  0.080
H: 11.66 13.28 3.46  0.039
C: 10.65 10.82 8.15  -0.067
C: 11.36 10.05 9.23  -0.516
C: 12.36 10.92 9.95  -0.045
O: 10.37 9.59 10.13  -0.050
H: 10.05 11.63 8.58  0.079
H: 9.98 10.17 7.61  0.076
H: 11.28 11.29 7.39  0.066
H: 11.81 9.18 8.73  0.134
H: 11.86 11.78 10.40  0.090
H: 13.11 11.24 9.23  0.076
H: 12.86 10.31 10.71  0.078
H: 9.80 9.01 9.63  0.082
C: 11.37 15.96 0.88  -0.052
C: 12.48 15.05 0.28  -0.445
C: 13.62 14.74 1.29  -0.047
O: 11.93 13.79 0.02  -0.079
H: 11.59 16.96 1.24  0.069
H: 10.84 15.48 1.70  0.055
H: 10.52 16.07 0.20  0.068
H: 12.82 15.52 -0.64  0.128
H: 14.25 13.90 0.97  0.086
H: 13.35 14.70 2.34  0.063
H: 14.24 15.64 1.26  0.056
H: 11.62 13.42 0.84  0.037
C: 7.46 15.65 3.79  -0.051
C: 8.13 15.82 5.17  -0.493
C: 9.62 15.47 5.20  -0.051
O: 7.85 17.14 5.57  -0.046
H: 7.73 14.75 3.24  0.073
H: 7.78 16.50 3.20  0.076
H: 6.37 15.70 3.77  0.068
H: 7.67 15.10 5.85  0.117
H: 10.16 15.77 4.31  0.074
H: 9.69 14.39 5.27  0.079
H: 10.14 15.98 6.02  0.075
H: 8.51 17.40 6.22  0.082
C: 16.53 14.87 11.33  -0.050
C: 17.16 13.44 11.17  -0.407
C: 16.37 12.69 10.13  -0.079
O: 18.49 13.59 10.56  -0.081
H: 16.62 15.46 10.42  0.055
H: 17.03 15.43 12.12  0.068
H: 15.48 14.85 11.62  0.079
H: 17.18 13.03 12.18  0.132
H: 16.30 13.15 9.15  0.061
H: 15.38 12.37 10.45  0.071
H: 16.74 11.68 9.93  0.077
H: 18.42 14.11 9.76  0.066
C: 12.94 20.11 4.15  -0.053
C: 12.89 19.94 5.70  -0.467
C: 13.90 20.88 6.42  -0.052
O: 11.55 20.20 6.08  -0.055
H: 13.92 19.87 3.74  0.058
H: 12.55 21.08 3.85  0.074
H: 12.26 19.32 3.81  0.072
H: 13.14 18.90 5.90  0.128
H: 13.77 21.93 6.15  0.068
H: 14.86 20.55 6.01  0.071
H: 13.91 20.86 7.51  0.076
H: 11.38 21.14 5.95  0.079
C: 16.01 17.62 3.11  -0.065
C: 16.94 16.41 3.10  -0.484
C: 17.75 16.29 4.38  -0.054
O: 16.26 15.18 2.92  -0.067
H: 15.73 17.92 2.11  0.065
H: 16.39 18.55 3.53  0.072
H: 15.01 17.42 3.51  0.071
H: 17.61 16.58 2.26  0.129
H: 18.52 17.06 4.41  0.074
H: 18.28 15.33 4.34  0.072
H: 17.11 16.35 5.26  0.068
H: 15.68 15.06 3.67  0.017



[5]
H4O2 | wB97M-V/def2-TZVPD

Computed properties:
LUMO energy = 0.022 Eh
SMILES string = O.O
Maximum force = 0.76 eV Å⁻¹
Relative energy (zero: lowest compared OMol25 entry of this formula, charge and spin) = 28.94 kJ/mol

Each line ends with the Löwdin charge.
CARTESIAN COORDINATES (ANGSTROEM)
O: -1.66 0.21 -0.10  -0.055
H: -0.86 -0.29 -0.33  0.012
H: -2.27 -0.41 0.32  0.039
O: 1.91 0.05 -0.09  -0.053
H: 1.15 -0.53 0.06  0.017
H: 1.73 0.96 0.16  0.041



[6]
C9H28O8 | wB97M-V/def2-TZVPD

Computed properties:
LUMO energy = 0.009 Eh
Maximum force = 14.07 eV Å⁻¹
Relative energy (zero: lowest compared OMol25 entry of this formula, charge and spin) = 1607.74 kJ/mol

Each line ends with the Löwdin charge.
CARTESIAN COORDINATES (ANGSTROEM)
C: 2.65 3.25 0.90  -0.020
C: 1.72 2.82 2.03  -0.214
O: 0.96 1.73 1.69  -0.086
C: -0.28 1.87 1.14  -0.392
O: -0.90 2.96 0.87  0.102
O: -0.66 0.63 0.83  -0.029
C: -1.90 0.50 0.21  -0.136
H: 2.43 4.24 0.50  0.080
H: 2.58 2.54 0.08  0.089
H: 3.66 3.17 1.31  0.077
H: 1.11 3.51 2.61  0.134
H: 2.32 2.42 2.84  0.125
H: -2.10 -0.57 0.20  0.077
H: -1.71 0.76 -0.83  0.172
H: -2.73 1.03 0.66  0.148
C: -3.66 -0.34 -0.55  -0.149
O: -2.73 -1.27 -1.08  -0.244
H: -4.52 -0.78 -0.05  0.114
H: -3.18 0.44 0.03  -0.044
H: -4.10 0.18 -1.40  0.110
H: -3.09 -2.14 -1.27  0.131
C: 2.14 -1.09 0.69  -0.109
O: 1.35 0.03 0.47  -0.139
H: 3.15 -0.81 0.38  0.091
H: 2.43 -1.38 1.70  0.099
H: 1.79 -1.83 -0.04  0.099
H: 0.97 0.32 1.31  -0.204
C: 0.69 -1.42 -4.21  -0.160
O: 1.18 -0.32 -3.43  -0.143
H: 1.10 -2.37 -3.86  0.075
H: -0.40 -1.39 -4.12  0.065
H: 0.96 -1.27 -5.25  0.071
H: 1.02 -0.51 -2.50  0.000
C: -0.70 -1.64 -1.12  -0.177
O: 0.63 -1.26 -1.10  -0.165
H: -1.18 -1.61 -0.14  0.061
H: -1.26 -0.94 -1.74  0.098
H: -0.85 -2.65 -1.51  0.118
H: 0.69 -0.50 -0.51  -0.049
C: -0.06 -1.36 2.23  -0.032
O: 0.60 -0.13 2.21  -0.117
H: -0.94 -1.32 2.88  0.110
H: -0.36 -1.74 1.26  0.089
H: 0.59 -2.13 2.65  0.102
H: 0.62 0.36 3.04  0.170



[7]
C4H12N2OS | wB97M-V/def2-TZVPD

Computed properties:
LUMO energy = 0.031 Eh
Maximum force = 9.52 eV Å⁻¹
Relative energy (zero: lowest compared OMol25 entry of this formula, charge and spin) = 569.83 kJ/mol

Each line ends with the Löwdin charge.
CARTESIAN COORDINATES (ANGSTROEM)
C: 0.29 -1.19 -0.41  -0.346
N: 1.33 -1.89 0.24  -0.068
C: 0.13 0.32 0.03  -0.392
C: 1.46 0.83 -0.55  -0.469
S: 2.95 0.54 0.40  0.904
N: -1.02 1.07 -0.35  -0.002
C: -2.13 0.99 0.56  -0.295
O: -2.99 -0.09 0.24  -0.041
H: 0.59 -1.07 -1.46  0.095
H: -0.70 -1.63 -0.39  0.105
H: 2.20 -0.89 0.03  0.005
H: 1.16 -2.33 1.12  0.040
H: 0.14 0.14 1.11  0.131
H: 1.55 0.42 -1.55  0.079
H: 1.48 1.89 -0.78  0.070
H: 3.07 -0.47 -0.15  -0.242
H: -1.49 0.75 -1.20  0.130
H: -2.70 1.90 0.66  0.113
H: -1.69 0.79 1.55  0.116
H: -3.65 -0.10 0.90  0.066



[8]
C55H55BiBrF4N5O5P2SSi | wB97M-V/def2-TZVPD

Computed properties:
LUMO energy = -0.014 Eh
Maximum force = 0.51 eV Å⁻¹
Relative energy (zero: lowest compared OMol25 entry of this formula, charge and spin) = 365.52 kJ/mol

Each line ends with the Löwdin charge.
CARTESIAN COORDINATES (ANGSTROEM)
Bi: -0.19 -0.27 0.80  1.679
F: -3.92 3.22 -6.60  0.140
C: -3.52 3.02 -5.35  -0.136
C: -3.55 4.07 -4.44  -0.134
F: -4.00 5.26 -4.82  0.135
C: -3.14 3.85 -3.14  -0.211
F: -3.24 4.90 -2.31  0.106
C: -2.65 2.63 -2.70  -0.305
P: -2.06 2.33 -0.97  1.067
C: -3.73 2.29 -0.20  -0.358
C: -4.29 1.01 -0.09  -0.123
C: -5.58 0.84 0.38  -0.084
C: -6.32 1.94 0.78  -0.081
C: -5.77 3.21 0.69  -0.071
C: -4.49 3.39 0.19  -0.083
C: -1.33 3.95 -0.55  -0.397
C: -1.52 4.57 0.68  -0.119
C: -0.84 5.75 0.98  -0.074
C: 0.04 6.30 0.06  -0.081
C: 0.25 5.67 -1.15  -0.076
C: -0.42 4.50 -1.46  -0.118
C: -2.66 1.58 -3.63  -0.579
Br: -2.21 -0.18 -3.15  0.836
C: -3.08 1.78 -4.94  -0.268
F: -3.10 0.78 -5.82  0.082
H: -3.71 0.15 -0.40  0.064
H: -6.01 -0.15 0.45  0.100
H: -7.33 1.81 1.16  0.104
H: -6.35 4.08 0.99  0.106
H: -4.09 4.39 0.10  0.098
H: -2.17 4.13 1.42  0.094
H: -1.00 6.23 1.94  0.105
H: 0.56 7.22 0.30  0.102
H: 0.96 6.08 -1.87  0.106
H: -0.22 4.00 -2.40  0.109
O: 2.68 -4.00 1.55  -0.018
C: 2.64 -2.79 -0.60  -0.405
O: 2.34 -1.70 -0.14  -0.064
C: 2.43 -3.07 -2.08  -0.242
P: 0.97 -2.12 -2.72  1.047
C: -0.35 -3.32 -2.34  -0.390
C: -1.33 -3.73 -3.24  -0.126
C: -2.34 -4.60 -2.85  -0.087
C: -2.39 -5.07 -1.54  -0.098
C: -1.42 -4.66 -0.63  -0.082
C: -0.42 -3.78 -1.02  -0.104
C: 1.26 -2.35 -4.52  -0.397
C: 1.47 -1.21 -5.29  -0.111
C: 1.80 -1.31 -6.64  -0.087
C: 1.91 -2.56 -7.23  -0.089
C: 1.70 -3.71 -6.47  -0.082
C: 1.38 -3.61 -5.13  -0.101
H: 2.34 -4.14 -2.26  0.093
H: 3.30 -2.70 -2.64  0.103
H: -1.31 -3.37 -4.27  0.098
H: -3.09 -4.91 -3.56  0.102
H: -3.16 -5.76 -1.24  0.097
H: -1.44 -5.03 0.39  0.106
H: 0.31 -3.47 -0.28  0.065
H: 1.38 -0.24 -4.82  0.092
H: 1.97 -0.42 -7.22  0.101
H: 2.16 -2.64 -8.28  0.102
H: 1.78 -4.68 -6.93  0.103
H: 1.21 -4.50 -4.55  0.108
N: -2.37 -1.15 1.71  0.124
C: -3.32 -1.76 1.91  -0.082
C: -4.51 -2.51 2.16  -0.205
C: -4.60 -3.82 1.68  -0.005
C: -5.76 -4.54 1.90  -0.057
C: -6.81 -3.96 2.59  -0.062
C: -6.72 -2.66 3.07  -0.064
C: -5.57 -1.93 2.85  -0.031
H: -3.76 -4.25 1.15  0.105
H: -5.84 -5.55 1.53  0.111
H: -7.72 -4.53 2.76  0.109
H: -7.54 -2.22 3.61  0.110
H: -5.48 -0.91 3.21  0.122
C: 1.41 1.65 4.22  -0.166
Si: -0.43 1.52 3.85  0.431
C: -1.31 0.12 4.73  -0.175
C: -1.22 3.12 4.47  -0.191
C: -0.78 1.51 2.00  -0.483
H: 1.68 1.00 5.06  0.041
H: 1.68 2.68 4.48  0.031
H: 2.01 1.33 3.36  -0.011
H: -0.95 0.03 5.76  0.040
H: -1.14 -0.85 4.26  -0.003
H: -2.38 0.32 4.76  0.027
H: -1.00 3.29 5.52  0.029
H: -2.31 3.11 4.35  0.026
H: -0.83 3.98 3.91  0.016
H: -0.27 2.36 1.55  -0.016
H: -1.86 1.65 1.87  -0.015
C: 5.32 1.80 2.69  -0.057
C: 5.74 2.52 1.40  -0.401
C: 5.27 3.97 1.40  -0.074
C: 5.26 1.77 0.15  -0.092
N: 3.81 1.65 0.09  -0.066
C: 3.02 0.77 0.68  -0.123
N: 1.79 1.07 0.34  -0.106
N: 1.84 2.15 -0.47  0.022
N: 3.05 2.51 -0.62  0.085
H: 5.81 2.26 3.55  0.087
H: 5.59 0.74 2.67  0.061
H: 4.24 1.88 2.84  0.063
H: 6.83 2.50 1.34  0.138
H: 4.18 4.03 1.43  0.073
H: 5.61 4.50 0.51  0.079
H: 5.66 4.49 2.27  0.080
H: 5.67 0.76 0.12  0.125
H: 5.56 2.31 -0.75  0.128
H: 3.33 -0.07 1.28  0.112
C: 6.84 -2.52 0.56  -0.067
C: 5.39 -2.74 0.91  -0.307
C: 4.68 -3.61 0.13  -0.030
C: 3.22 -3.90 0.21  -0.255
C: 2.63 -2.89 2.34  -0.389
C: 3.65 -2.05 2.63  -0.120
C: 4.92 -2.00 2.03  -0.108
S: 1.01 -2.40 2.77  0.546
O: 0.74 -2.58 4.17  -0.282
O: 0.06 -2.98 1.82  -0.392
O: 0.95 -0.85 2.51  -0.596
H: 7.19 -3.25 -0.17  0.069
H: 7.47 -2.58 1.44  0.076
H: 6.99 -1.52 0.13  0.064
H: 5.22 -4.17 -0.63  0.101
H: 2.99 -4.86 -0.25  0.149
H: 3.42 -1.28 3.37  0.114
H: 5.65 -1.34 2.49  0.073